Here is a molecular structure, C37H103N5O17 in a non-equilibrium geometry from OMol25. Energies are from wB97M-V/def2-TZVPD.

XYZ file:
```
162
Properties=species:S:1:pos:R:3:mulliken_charge:R:1
C -3.24619 -2.18487 0.77743 -0.039
O -4.34220 -1.54175 0.06107 -0.810
H -3.53722 -3.23527 0.77006 0.509
H -2.31538 -1.99381 0.24340 -0.159
H -3.21238 -1.82875 1.80707 0.124
H -3.96905 -0.70909 -0.23730 0.414
C 2.85043 -2.10253 -1.37424 -0.758
O 3.08166 -0.97483 -0.54969 -0.294
H 3.60329 -2.09368 -2.16242 0.449
H 2.77745 -3.04134 -0.82522 0.336
H 1.88249 -1.94159 -1.84889 0.316
H 3.89294 -1.16787 -0.07413 0.417
C -4.41491 4.33350 -0.50565 -0.757
O -4.88522 5.36503 0.31230 -0.556
H -4.79088 3.40302 -0.08027 0.254
H -4.87610 4.51048 -1.47730 0.337
H -3.32926 4.41462 -0.55934 0.510
H -4.66057 6.17611 -0.14952 0.345
C -2.61594 1.96946 -3.39654 -0.479
O -2.80401 3.11235 -2.60110 -0.469
H -3.23363 1.10117 -3.16711 0.447
H -3.05876 2.09137 -4.38505 0.578
H -1.54962 1.77310 -3.50833 -0.085
H -2.21468 3.79835 -2.92312 0.332
C 2.79535 -3.20929 2.16173 -1.177
O 1.76046 -2.29089 1.98466 -0.147
H 3.30079 -3.33163 1.20378 0.409
H 3.55210 -2.80991 2.83697 0.520
H 2.43343 -4.10675 2.66340 0.349
H 1.99822 -1.36855 1.86479 0.943
C -2.87652 1.30879 3.90922 0.585
O -4.17506 1.90102 4.19071 -0.703
H -2.84009 0.92421 2.88997 0.217
H -2.03556 1.98719 4.05292 -1.312
H -2.70192 0.54155 4.66352 0.814
H -4.26676 2.72691 3.70997 0.327
C -4.98408 0.13173 2.12742 0.075
O -5.58527 -1.05430 1.57813 -0.811
H -4.65794 0.11070 3.16728 0.638
H -3.97930 0.25679 1.72385 -0.809
H -5.59433 1.02991 2.03281 0.311
H -5.05487 -1.38997 0.85178 0.624
C -2.47468 6.13365 3.23290 -1.099
O -1.38740 5.22752 3.15336 -0.374
C -1.04060 4.72631 4.40647 -1.473
C 0.42966 4.30342 4.59535 0.912
N 1.41441 5.42679 4.56347 -0.401
C 2.72933 4.87585 4.79995 -1.055
C 3.33342 3.93796 3.69705 0.790
O 4.74581 4.24901 3.50702 -0.449
C 5.55487 3.67747 4.47801 -0.756
H -2.93920 6.31006 2.26275 0.286
H -2.31619 7.10839 3.69427 0.328
H -3.22817 5.64350 3.84945 0.404
H -1.60323 3.79301 4.42887 0.792
H -1.27987 5.36959 5.25324 0.608
H 0.61184 3.64482 3.74614 -0.574
H 0.57368 3.72211 5.50609 0.126
H 1.29795 5.88375 3.67031 0.314
H 2.75302 4.46012 5.80727 0.431
H 3.34789 5.75894 4.96009 0.383
H 2.88148 4.16780 2.73216 -0.468
H 3.00972 2.91828 3.90576 0.139
H 5.34649 2.61676 4.61784 0.279
H 5.34249 4.17872 5.42233 0.295
H 6.59388 3.85608 4.20112 0.288
C -0.11531 1.32339 5.98229 -1.011
O 0.38615 1.16852 4.67862 -0.098
C 0.05953 -0.08032 3.96392 -1.404
C 0.24917 -0.09936 2.45756 0.978
N 1.70942 -0.09838 2.25680 0.034
C 2.24136 -0.14382 0.88231 -0.717
C 1.86871 1.16299 0.12738 0.271
O 2.49431 2.28449 0.78514 -0.444
C 2.55551 3.58125 0.31330 -1.098
H -1.14544 1.55634 5.71268 0.490
H 0.29100 2.20111 6.48489 0.286
H -0.00155 0.45545 6.63178 0.339
H -0.99629 -0.10109 4.23392 0.283
H 0.53911 -0.97665 4.35723 0.639
H -0.22152 0.79513 2.04959 -0.141
H -0.31660 -0.88231 1.95259 -0.492
H 2.03630 0.76282 2.67104 0.468
H 1.77716 -0.94208 0.30316 -0.213
H 3.32163 -0.27456 0.81860 -0.189
H 0.81341 1.43566 0.13795 -0.586
H 2.26616 1.07445 -0.88371 0.992
H 1.68110 4.21798 0.44783 0.239
H 2.98598 3.73949 -0.67551 0.342
H 3.23470 4.09485 0.99375 0.679
C 1.54254 -4.15944 1.04473 -2.403
O 1.06279 -4.43628 -0.27340 -0.296
C -0.23178 -5.03785 -0.27463 -0.128
C -0.54521 -5.81046 -1.51498 -0.648
N -0.32838 -7.25755 -1.41579 -0.405
C -0.60045 -7.94162 -2.67176 -0.372
C 0.73602 -8.50389 -3.14799 -0.937
O 1.60045 -7.45704 -3.52597 -0.298
C 1.48879 -7.08561 -4.86588 -0.742
H 1.60945 -5.08120 1.62265 0.308
H 1.03420 -3.28823 1.45788 1.192
H 2.56477 -3.78222 1.01551 0.439
H -1.08055 -4.37507 -0.10611 -0.362
H -0.32529 -5.70076 0.58555 0.715
H 0.06744 -5.31407 -2.26755 0.246
H -1.55958 -5.61004 -1.85993 0.472
H 0.67391 -7.36119 -1.34668 0.251
H -0.96672 -7.33587 -3.50062 0.223
H -1.42005 -8.65411 -2.57839 0.477
H 0.55779 -9.26451 -3.90812 0.399
H 1.35840 -8.88432 -2.33804 0.435
H 0.50357 -6.66345 -5.06391 0.311
H 1.57841 -7.85964 -5.62808 0.357
H 2.25063 -6.38674 -5.21125 0.207
C -1.48214 3.32312 2.31317 0.434
O -2.42953 2.48013 1.67188 1.419
C -2.50938 2.77726 0.29341 -0.583
C -3.51157 1.73198 -0.21989 -2.878
N -2.84746 0.37945 -0.22832 0.742
C -2.04310 0.10700 -1.43364 0.041
C -1.21799 -1.18380 -1.52509 -1.880
O -0.29416 -1.27769 -0.38628 1.108
C 0.52815 -2.44377 -0.54465 -1.098
H -1.93069 4.30213 2.48180 1.840
H -0.58205 3.52544 1.73265 0.442
H -1.25726 3.00052 3.32977 -3.727
H -1.52083 2.75250 -0.16513 -0.141
H -3.00407 3.72924 0.10076 1.385
H -3.82772 2.00489 -1.22670 1.124
H -4.36558 1.69818 0.45659 0.310
H -2.14976 0.37044 0.50192 -0.639
H -1.38777 0.97797 -1.42607 1.404
H -2.69353 0.24897 -2.29670 1.118
H -0.57777 -1.03173 -2.39405 -0.430
H -1.92332 -1.99335 -1.71285 0.336
H 1.23928 -2.04733 -1.26939 0.459
H 0.07057 -3.34119 -0.96101 0.481
H 1.12459 -2.63020 0.34844 -0.158
C 3.65887 -3.26585 -8.38252 -0.692
O 3.37677 -1.98814 -7.79026 -0.318
C 1.97576 -1.72038 -7.83464 -0.552
C 1.79599 -0.46079 -6.95370 -0.632
N 1.56711 -0.74612 -5.49875 -0.221
C 1.18846 0.50747 -4.87159 -1.653
C 1.00568 0.37213 -3.37298 0.104
O 0.77343 1.66704 -2.82446 -0.523
C 0.71318 1.67463 -1.45408 0.067
H 3.47187 -4.15309 -7.77759 0.203
H 4.70310 -3.18564 -8.68461 0.258
H 3.08330 -3.43186 -9.29315 0.330
H 1.48499 -2.61628 -7.45434 0.321
H 1.66153 -1.52913 -8.86069 0.378
H 0.95930 0.14385 -7.30363 0.455
H 2.73905 0.06490 -7.10331 0.309
H 2.45186 -1.01113 -5.08997 0.202
H 0.25202 0.91690 -5.25048 0.434
H 2.00405 1.19491 -5.09597 0.466
H 2.00993 0.11555 -3.03573 0.393
H 0.40655 -0.52705 -3.22944 -0.073
H 0.44201 2.66587 -1.09074 0.354
H 1.73337 1.38704 -1.19989 -0.070
H 0.03227 0.88015 -1.14871 -1.277
```

Its lowest unoccupied orbital energy is 0.1566 eV. For the energy above the lowest of the compared OMol25 structures with the same formula, charge and spin, the calculation gives 892.8 kcal per mole. The spin multiplicity is 1. Its orbital gap is 7.37 eV. The HOMO energy comes out at -0.265 hartree. The value obtained for the molar mass is 890.25 g mol⁻¹.